Entry 1:
Entry from OMol25: a cluster of 21 separate species, C33H108O21 in total at a distorted geometry (wB97M-V/def2-TZVPD).

Calculated values
**LUMO**: 0.00939 hartree
**E_HOMO**: -9.5 eV
**Spin multiplicity**: 1
**Net charge**: 0
**Orbital gap**: 9.74 eV
**Energy relative to the best compared isomer or geometry (same formula, charge and spin)**: 0.0 kcal/mol

Cartesian coordinates (Å):
C 2.9618 -0.6083 5.1801
C 4.2057 -1.2445 5.7319
C 5.1950 -1.8211 4.6484
O 4.9621 -0.4432 6.6034
H 3.2200 0.2560 4.5681
H 2.2879 -0.2806 5.9716
H 2.3831 -1.2383 4.5046
H 3.8526 -2.0741 6.3445
H 4.6712 -2.3699 3.8658
H 5.9417 -2.4648 5.1133
H 5.7019 -1.0507 4.0673
H 4.3111 0.0297 7.1271
C 3.5972 4.8818 -1.2102
C 3.7080 5.0199 0.3157
C 3.2977 6.3414 0.8636
O 2.9270 4.0173 0.9032
H 3.6773 3.8682 -1.6028
H 4.4122 5.3984 -1.7172
H 2.6947 5.3668 -1.5821
H 4.7741 4.9008 0.5092
H 3.5787 6.4176 1.9140
H 2.3027 6.7631 0.7212
H 3.8639 7.0973 0.3193
H 3.3197 3.1417 0.8775
C -6.6401 -0.1211 0.6185
C -6.5816 1.4327 0.6240
C -5.2676 1.8906 1.1838
O -6.8229 1.8779 -0.6751
H -6.2080 -0.4483 1.5642
H -5.9510 -0.5722 -0.0955
H -7.6302 -0.5153 0.3897
H -7.3464 1.8210 1.2967
H -5.1569 1.5754 2.2213
H -5.1590 2.9737 1.2392
H -4.4069 1.4763 0.6587
H -6.0615 1.5722 -1.1736
C -0.3005 4.2114 4.6837
C 0.9170 4.2011 3.7152
C 2.0894 3.3453 4.2149
O 0.6144 3.7225 2.4459
H -0.0858 4.4526 5.7248
H -0.8458 3.2804 4.8385
H -1.0453 4.9425 4.3691
H 1.2686 5.2326 3.6931
H 2.4191 3.5697 5.2293
H 2.9583 3.3527 3.5568
H 1.7560 2.3078 4.2387
H 1.2610 4.0449 1.8138
C -0.7163 -3.8667 0.3066
C -1.5608 -5.0287 0.7603
C -2.3622 -4.7147 2.0367
O -2.5352 -5.2773 -0.3022
H 0.0431 -3.6655 1.0623
H -1.3091 -2.9717 0.1175
H -0.1682 -4.1055 -0.6048
H -0.9447 -5.9250 0.8312
H -3.0670 -3.8835 2.0153
H -1.6089 -4.4123 2.7642
H -2.8716 -5.5706 2.4795
H -3.1742 -5.9330 -0.0133
C -1.2323 2.7103 -1.6306
C -2.2252 3.6817 -1.0849
C -1.5774 5.0666 -0.8873
O -3.3399 3.7950 -1.9184
H -0.3978 2.4400 -0.9835
H -0.7728 2.9914 -2.5783
H -1.6929 1.7541 -1.8789
H -2.5421 3.2956 -0.1161
H -2.2885 5.8201 -0.5488
H -1.1495 5.3776 -1.8403
H -0.7812 5.0403 -0.1432
H -3.0197 4.3220 -2.6541
C 0.1442 -2.9516 -3.4317
C 0.9008 -4.0167 -4.2407
C 0.0988 -4.4283 -5.5116
O 2.1317 -3.4846 -4.7116
H -0.7435 -3.3548 -2.9443
H -0.1366 -2.1126 -4.0683
H 0.8038 -2.5930 -2.6415
H 1.1665 -4.8576 -3.6001
H -0.6673 -5.1211 -5.1633
H 0.8131 -4.9841 -6.1191
H -0.4149 -3.6139 -6.0223
H 2.8251 -4.0399 -4.3478
C -3.3876 0.7841 -4.0737
C -4.6538 0.8623 -3.2355
C -5.4087 -0.4688 -3.1907
O -4.3880 1.3007 -1.9172
H -2.6561 0.0266 -3.7920
H -2.8703 1.7435 -4.0829
H -3.5341 0.5191 -5.1208
H -5.3097 1.6147 -3.6735
H -6.3294 -0.4220 -2.6091
H -4.6969 -1.2169 -2.8418
H -5.7734 -0.8011 -4.1627
H -3.9723 2.1578 -2.0362
C 4.8503 -5.1352 3.4566
C 3.3141 -5.3072 3.4549
C 2.5531 -3.9382 3.4673
O 2.9070 -5.9627 2.3293
H 4.9555 -4.6482 4.4261
H 5.2199 -4.5136 2.6410
H 5.3433 -6.1072 3.4691
H 3.0498 -5.8629 4.3547
H 2.9500 -3.2962 2.6809
H 2.7504 -3.5049 4.4477
H 1.4986 -3.9749 3.1935
H 2.9919 -6.8959 2.5380
C -2.2767 1.1450 2.7154
C -0.9335 0.5500 2.9396
C -1.0300 -0.9679 2.9510
O -0.0331 0.9997 1.9639
H -2.5913 0.7898 1.7341
H -2.1126 2.2199 2.7919
H -3.0284 0.7402 3.3931
H -0.4873 0.7458 3.9146
H -1.3191 -1.3518 1.9727
H -1.7220 -1.3919 3.6788
H -0.1081 -1.5092 3.1639
H 0.2957 1.8616 2.2297
C 0.4601 2.1998 -7.0952
C -0.3397 2.0458 -5.8271
C -0.0865 0.7426 -5.0254
O -0.0622 3.0976 -5.0139
H 0.3853 3.1993 -7.5235
H 0.2128 1.4434 -7.8401
H 1.5373 2.0459 -7.0312
H -1.4170 1.9902 -5.9835
H -0.3963 0.8390 -3.9848
H 0.9664 0.4674 -4.9643
H -0.5611 -0.0648 -5.5832
H 0.7621 2.9018 -4.5625
O 2.2258 -2.0077 -0.4116
H 1.2940 -1.7888 -0.4136
H 2.4355 -2.1728 -1.3308
O 1.7183 1.0744 -1.5758
H 2.2327 0.3034 -1.8149
H 0.8599 0.7253 -1.3361
O -2.7934 -1.0057 -0.7903
H -3.4113 -0.2825 -0.8974
H -3.3456 -1.7835 -0.7120
O -0.1600 -0.6005 -0.4252
H -1.0531 -0.8095 -0.6988
H -0.2487 -0.3112 0.4830
O 3.0054 -1.3234 -3.0411
H 2.6273 -1.8008 -3.7796
H 3.7214 -0.8166 -3.4242
O 2.5303 -0.4521 1.9881
H 2.3413 -0.9962 1.2236
H 1.6697 -0.1858 2.3118
O 3.6556 1.4241 0.5273
H 2.9693 1.5821 -0.1209
H 3.3251 0.6967 1.0544
O 2.8906 -4.6833 -0.4751
H 3.2168 -5.0870 0.3292
H 2.5299 -3.8429 -0.1926
O -4.3413 -3.2036 -0.7234
H -4.8366 -3.2227 0.0955
H -3.8917 -4.0481 -0.7517
O 2.4028 2.7089 -3.8088
H 3.3331 2.9040 -3.9213
H 2.3297 2.4009 -2.9055

Entry 2:
Entry from OMol25: a structure of composition C33H109N17O18 at a distorted geometry (wB97M-V/def2-TZVPD).

Calculated values
**LUMO**: -0.02621 hartree
**E_HOMO**: -7.7 eV
**Spin multiplicity**: 1
**Net charge**: 0
**Orbital gap**: 6.98 eV

Cartesian coordinates (Å):
C -2.6565 -4.1235 0.8345
O -2.9742 -4.8527 -0.0753
N -1.7355 -3.2407 0.7841
N -3.1691 -4.0859 2.0434
H -1.6890 -2.7107 1.6426
H -1.1833 -3.0476 -0.0393
H -2.8132 -3.3453 2.6307
H -3.9330 -4.6991 2.2896
C 2.1184 -0.0914 -2.7874
O 2.4051 1.0973 -3.0950
N 0.9757 -0.6784 -2.7928
N 3.0360 -0.8891 -2.2711
H 0.8922 -1.6327 -2.4729
H 0.1468 -0.1870 -3.0955
H 4.0034 -0.6006 -2.3047
H 2.7555 -1.7638 -1.8512
C 5.3111 3.2733 0.0758
O 5.7349 4.1703 0.7637
N 4.0908 3.1803 -0.2904
N 6.0531 2.1931 -0.1813
H 3.7946 2.3513 -0.7854
H 3.4895 3.9004 0.0839
H 5.6856 1.4206 -0.7182
H 7.0225 2.1165 0.0919
C -1.5051 -2.1566 -4.1240
O -1.5184 -3.3770 -4.1766
N -1.3501 -1.4069 -3.0795
N -1.7827 -1.4803 -5.1903
H -1.2866 -1.8335 -2.1662
H -1.1210 -0.4307 -3.1998
H -2.0256 -1.9639 -6.0431
H -1.3478 -0.5783 -5.0589
C -2.0053 -1.2658 2.5545
O -2.1979 -2.4683 2.5889
N -1.2031 -0.6536 1.6828
N -2.6165 -0.4306 3.3902
H -0.6343 -1.1021 0.9790
H -1.2627 0.3445 1.5402
H -2.3378 0.5392 3.3456
H -3.1967 -0.7968 4.1314
C -3.7193 0.1546 -5.2252
C -4.8139 -0.1416 -4.2422
C -5.1225 0.9939 -3.2411
O -3.8616 1.5269 -2.7278
C -3.0070 0.6735 -1.9836
N -6.0382 -0.4814 -5.0386
H -4.0420 0.9092 -5.9425
H -3.5171 -0.8142 -5.6821
H -2.8326 0.4736 -4.6774
H -4.5484 -1.0453 -3.6938
H -5.6847 0.5126 -2.4408
H -5.6419 1.8735 -3.6214
H -2.8749 -0.2382 -2.5661
H -3.4438 0.3534 -1.0376
H -2.0577 1.1651 -1.7710
H -5.8838 -1.2623 -5.6603
H -6.1032 0.3178 -5.6527
C -2.2421 6.1865 1.7449
C -1.4258 5.4264 0.6846
C -0.5142 4.4136 1.3939
O 0.4948 5.1055 2.1923
C 1.4916 4.3025 2.7632
N -2.3434 4.7782 -0.2243
H -1.6008 6.8742 2.2961
H -2.6674 5.4653 2.4428
H -3.0768 6.7264 1.2978
H -0.8733 6.0359 -0.0305
H 0.0696 3.8335 0.6792
H -1.0194 3.7500 2.0956
H 2.0087 3.6817 2.0316
H 0.9997 3.4732 3.2715
H 2.2593 4.8089 3.3483
H -1.8836 4.1708 -0.8874
H -2.8925 5.4082 -0.7916
C -1.6909 1.2540 5.2265
C -1.1548 1.7692 3.9292
C 0.1451 1.0005 3.5033
O 1.2658 1.2561 4.3927
C 2.5563 1.0580 3.9034
N -2.1976 1.6661 2.9724
H -1.0293 1.3291 6.0895
H -1.8066 0.1785 5.0920
H -2.6605 1.6651 5.5076
H -0.8534 2.8074 4.0682
H 0.5383 1.3239 2.5395
H -0.0344 -0.0571 3.3102
H 3.3071 1.1726 4.6853
H 2.7254 1.8473 3.1709
H 2.5787 0.0632 3.4586
H -2.8320 2.3811 3.2988
H -1.9028 1.9949 2.0641
C 2.1985 -2.1335 3.8903
C 1.3210 -2.0506 2.5780
C 1.9053 -3.1659 1.6363
O 1.0875 -3.3438 0.4851
C 1.6465 -4.2957 -0.4122
N -0.0731 -2.2976 2.9721
H 2.2299 -3.1639 4.2443
H 1.7148 -1.6448 4.7361
H 3.1805 -1.6780 3.7627
H 1.4129 -0.9918 2.3358
H 2.0452 -4.0732 2.2239
H 2.8959 -2.9141 1.2576
H 2.7020 -4.0695 -0.5635
H 1.1417 -4.3308 -1.3776
H 1.5564 -5.2920 0.0207
H -0.3983 -2.6051 2.0667
H -0.6371 -1.4655 3.0695
C 5.0458 -3.5055 1.9135
C 5.4800 -3.1609 0.5426
C 5.4056 -1.6356 0.0957
O 4.0686 -1.2083 0.0932
C 3.8853 0.1401 -0.3337
N 6.8274 -3.7820 0.3879
H 5.5479 -2.9578 2.7110
H 5.0494 -4.5614 2.1839
H 4.0284 -3.1144 1.9207
H 4.8192 -3.8221 -0.0181
H 5.7591 -1.5432 -0.9313
H 6.0644 -0.9456 0.6228
H 2.8528 0.4845 -0.2755
H 4.1701 0.4397 -1.3423
H 4.4658 0.8268 0.2825
H 7.4517 -3.0485 0.6918
H 6.9671 -4.5130 1.0707
C -5.6416 -2.4814 -2.8987
C -4.2655 -2.9264 -2.6807
C -3.5625 -2.6405 -1.3675
O -3.4665 -1.2659 -1.0454
C -2.7432 -1.0574 0.1791
N -3.9371 -4.2466 -3.1884
H -6.1596 -2.8823 -2.0274
H -6.0756 -3.0514 -3.7202
H -5.6677 -1.3981 -2.7809
H -3.6829 -2.3527 -3.4015
H -2.5624 -3.0737 -1.3536
H -4.2602 -2.9724 -0.5987
H -3.1555 -1.6232 1.0146
H -2.6259 0.0057 0.3889
H -1.7310 -1.3790 -0.0661
H -2.9326 -4.3256 -3.1183
H -4.0830 -4.4152 -4.1735
C -0.9192 0.0601 -1.0417
C 0.3619 -0.4445 -0.3353
C 0.9336 0.5624 0.6973
O 1.2254 1.7385 -0.0354
C 2.3252 2.4409 0.5282
N -0.1573 -1.6754 0.2931
H -1.4836 0.6489 -0.3186
H -1.5661 -0.6364 -1.5751
H -0.5304 0.7159 -1.8207
H 1.1756 -0.6925 -1.0168
H 1.8506 0.1619 1.1295
H 0.2767 0.8057 1.5324
H 3.3418 2.2293 0.1970
H 2.3903 2.2367 1.5969
H 2.1722 3.5037 0.3406
H -0.7650 -2.1409 -0.3658
H 0.6657 -2.2226 0.5018
O 2.9968 4.7386 0.6126
H 2.2880 5.2970 0.2932
H 3.1214 5.0063 1.5231
O -1.0888 2.0061 1.0145
H -1.6367 2.0160 0.2296
H -0.1937 1.9417 0.6815
O 0.1849 3.1829 -1.1608
H 0.5216 2.2918 -1.0670
H 0.0693 3.2977 -2.1041
O 1.1461 5.3521 -1.3620
H 1.7406 5.2871 -2.1093
H 1.3160 4.5609 -0.8507
O -0.5544 -2.9669 -1.1539
H -0.9207 -3.7956 -1.4625
H 0.3696 -3.0061 -1.4008
O 3.9490 1.6467 -1.6027
H 3.0719 1.4097 -1.9040
H 4.5392 1.1357 -2.1566

Entry 3:
Entry from OMol25: a structure of composition C33H12BrF15GeN3PtSSe2 (wB97M-V/def2-TZVPD).

Calculated values
**LUMO (alpha / beta)**: -0.15327 / -0.15327 hartree
**E_HOMO (alpha / beta)**: -10.5 / -10.5 eV
**Spin multiplicity**: 1
**Net charge**: +1
**Orbital gap (alpha / beta)**: 6.31 / 6.31 eV
**Energy relative to the best compared isomer or geometry (same formula, charge and spin)**: 23.1 kcal/mol

Cartesian coordinates (Å):
Pt -0.9836 1.7669 -0.6615
Se -3.3415 2.5254 -2.1751
Se -1.8963 0.9221 -3.1791
C -0.3051 1.9732 -3.3022
C 0.2086 2.3771 -4.5139
C 1.3928 3.1048 -4.5108
C 2.0025 3.4028 -3.3059
C 1.4210 2.9715 -2.1276
N 0.2887 2.2668 -2.1271
C -3.7342 1.5557 -0.5661
C -5.0230 1.2120 -0.2176
C -5.2128 0.4989 0.9620
C -4.1200 0.1641 1.7445
C -2.8557 0.5520 1.3413
N -2.6782 1.2302 0.2019
H -0.3076 2.1300 -5.4306
H 1.8270 3.4396 -5.4439
H 2.9242 3.9657 -3.2672
H 1.8721 3.1652 -1.1667
H -5.8501 1.4895 -0.8560
H -6.2095 0.1918 1.2528
H -4.2331 -0.3986 2.6608
H -1.9609 0.3331 1.9085
F 3.5564 -0.5579 1.0923
C 3.1676 -1.4525 2.0138
C 1.9484 -2.1030 1.8886
C 1.6462 -3.0372 2.8660
F 0.5086 -3.7443 2.8185
C 2.4947 -3.3044 3.9227
F 2.1726 -4.2072 4.8438
C 3.6926 -2.6246 4.0185
F 4.5154 -2.8710 5.0274
C 4.0374 -1.6936 3.0577
F 5.1948 -1.0443 3.1478
Ge 0.8006 -1.5972 0.3856
S 0.3656 0.4913 0.8444
C 1.8892 -2.0330 -1.1816
C 2.5200 -3.2660 -1.2260
F 2.3056 -4.1606 -0.2542
C 3.3492 -3.6456 -2.2628
F 3.9330 -4.8373 -2.2748
C 3.5609 -2.7669 -3.3071
F 4.3518 -3.1093 -4.3140
C 2.9381 -1.5358 -3.3070
F 3.1297 -0.6872 -4.3216
C 2.1172 -1.1944 -2.2531
F 1.5329 0.0054 -2.3225
C -0.8219 -2.6881 0.3523
C -1.7150 -2.5930 1.4103
F -1.4840 -1.7373 2.4199
C -2.8527 -3.3641 1.5048
F -3.6940 -3.2192 2.5290
C -3.1198 -4.2940 0.5174
F -4.2044 -5.0509 0.5960
C -2.2604 -4.4235 -0.5544
F -2.5238 -5.3108 -1.5079
C -1.1408 -3.6145 -0.6302
F -0.3823 -3.7610 -1.7235
Br 0.0344 7.2082 3.5681
C -0.2585 5.7746 2.4052
C 0.8020 4.9938 1.9819
C 0.5375 3.9430 1.1238
N -0.6908 3.6629 0.6742
C -1.7027 4.4228 1.1005
C -1.5389 5.4854 1.9681
H 1.8107 5.1875 2.3172
H 1.3291 3.2729 0.8126
H -2.6883 4.1713 0.7210
H -2.3887 6.0706 2.2908

Entry 4:
Entry from OMol25: a structure of composition C33H12F15GeN2O3SSn (wB97M-V/def2-TZVPD).

Calculated values
**LUMO**: -0.14757 hartree
**E_HOMO**: -11.7 eV
**Spin multiplicity**: 1
**Net charge**: +1
**Orbital gap**: 7.67 eV

Cartesian coordinates (Å):
Sn 0.0851 -1.4943 -2.2480
C 2.7409 -4.0711 -2.2555
O 3.7253 -4.5503 -1.3661
C 3.6876 -4.2099 -0.0590
C 4.8750 -4.3298 0.6524
C 4.9922 -4.0013 2.0027
C 3.9106 -3.5509 2.7243
C 2.6995 -3.4584 2.0410
C 1.4027 -3.0609 2.4246
N 0.5998 -3.1352 1.3940
N -0.6762 -2.8120 1.4116
C -1.4271 -2.5804 0.3673
O -1.0336 -2.6570 -0.8570
C -2.8115 -2.1625 0.6646
C -3.2464 -2.0163 1.9856
C -4.5253 -1.5647 2.2486
C -5.3899 -1.2612 1.2046
C -4.9668 -1.4088 -0.1086
C -3.6835 -1.8537 -0.3779
C 2.5835 -3.7803 0.6789
O 1.2917 -3.6043 0.2674
H 2.9810 -4.4933 -3.2273
H 2.7765 -2.9770 -2.3200
H 1.7338 -4.4008 -1.9668
H 5.7325 -4.6972 0.1047
H 5.9589 -4.0955 2.4768
H 3.9855 -3.2879 3.7694
H 1.0327 -2.7273 3.3787
H -2.5705 -2.2532 2.7932
H -4.8566 -1.4601 3.2730
H -6.3925 -0.9140 1.4156
H -5.6455 -1.1830 -0.9193
H -3.3528 -1.9701 -1.4021
F -1.8733 3.1952 1.5341
C -2.4743 2.4431 0.6116
C -1.7165 1.8548 -0.3858
C -2.3931 1.1232 -1.3407
F -1.6703 0.5263 -2.3360
C -3.7601 0.9502 -1.3333
F -4.3579 0.2469 -2.2905
C -4.4925 1.5244 -0.3044
F -5.8018 1.3472 -0.2543
C -3.8502 2.2762 0.6700
F -4.5555 2.8293 1.6464
Ge 0.2531 1.8868 -0.5323
S 1.0161 -0.1652 -0.3453
C 1.1700 2.7587 0.9640
C 2.1833 3.6873 0.8103
F 2.4594 4.1477 -0.4139
C 2.9322 4.1269 1.8882
F 3.8998 5.0202 1.7299
C 2.6745 3.6044 3.1472
F 3.4011 3.9901 4.1821
C 1.6771 2.6554 3.3264
F 1.4520 2.1393 4.5312
C 0.9440 2.2459 2.2313
F -0.0005 1.3032 2.3790
C 0.5063 2.7755 -2.2771
C 0.9407 2.2134 -3.4572
F 1.2311 0.8940 -3.5035
C 1.0577 2.9504 -4.6222
F 1.4811 2.3695 -5.7387
C 0.7149 4.2946 -4.6106
F 0.8218 5.0092 -5.7155
C 0.2364 4.8831 -3.4460
F -0.1326 6.1555 -3.4436
C 0.1419 4.1119 -2.3038
F -0.3329 4.6482 -1.1682